1.
This record from OMol25 describes 8 unconnected molecules or ions with the total composition C35H47BF22N3O20. The level of theory is ωB97M-V/def2-TZVPD.

Each line ends with the Mulliken charge.
Positions of all 128 atoms, in Å:
C -7.270 1.938 -1.212  -0.968
C -7.903 3.166 -0.474  -0.091
N -7.635 3.108 0.968  -0.464
N -7.502 4.370 1.560  0.309
C -8.376 4.431 2.751  -1.055
B -8.291 3.148 3.729  0.843
O -9.511 2.597 4.171  -0.562
O -7.087 2.532 4.132  -0.651
C -6.108 4.727 1.838  1.149
C -5.121 4.413 0.664  -0.316
O -4.503 3.325 0.751  -0.623
O -4.937 5.173 -0.323  -0.727
C -6.025 6.293 2.068  -0.178
O -5.046 6.749 2.567  -0.504
N -7.078 7.235 1.654  -0.173
C -7.081 7.534 0.245  0.493
O -6.887 8.645 -0.090  -0.497
F -7.354 6.626 -0.720  -0.128
H -7.968 1.075 -1.092  0.321
H -7.137 2.165 -2.290  0.264
H -6.257 1.761 -0.783  0.172
H -7.372 4.077 -0.866  0.039
H -8.984 3.336 -0.716  0.337
H -6.878 2.465 1.202  0.271
H -8.219 5.349 3.382  0.204
H -9.433 4.488 2.368  0.294
H -10.190 3.275 4.032  0.323
H -6.630 2.170 3.353  0.311
H -5.709 4.282 2.789  0.215
H -8.005 6.957 1.977  0.347
C -0.836 1.909 -0.488  -0.949
C -1.766 1.042 0.332  -0.177
O -1.904 -0.267 -0.268  -0.297
C -0.931 -1.131 -0.017  0.389
O 0.037 -0.909 0.658  -0.583
C -1.239 -2.476 -0.676  0.895
F -1.661 -2.344 -1.943  -0.254
F -2.206 -3.148 -0.018  -0.363
F -0.170 -3.286 -0.715  -0.216
H -1.174 1.958 -1.525  0.171
H -0.797 2.919 -0.080  0.500
H 0.169 1.501 -0.499  0.404
H -2.762 1.487 0.345  0.175
H -1.435 0.958 1.368  0.339
C 5.932 1.365 -1.902  -0.938
C 5.031 0.763 -2.960  -0.351
O 3.671 1.188 -2.768  -0.273
C 3.368 2.401 -3.239  0.235
O 4.138 3.131 -3.794  -0.549
C 1.887 2.704 -3.006  1.041
F 1.493 2.383 -1.763  -0.274
F 1.103 2.016 -3.856  -0.256
F 1.601 4.000 -3.181  -0.266
H 5.559 1.133 -0.904  0.302
H 6.949 0.982 -1.999  0.430
H 5.962 2.449 -1.987  0.198
H 5.032 -0.323 -2.872  0.335
H 5.373 1.006 -3.968  0.322
C -1.356 2.100 -6.605  -1.155
C -1.474 3.493 -6.022  0.014
O -2.792 3.722 -5.504  -0.342
C -3.033 3.224 -4.283  0.171
O -2.237 2.618 -3.628  -0.507
C -4.452 3.580 -3.834  1.028
F -5.367 3.367 -4.807  -0.312
F -4.548 4.870 -3.494  -0.252
F -4.837 2.864 -2.779  -0.123
H -2.132 1.932 -7.355  0.356
H -0.378 1.959 -7.068  0.383
H -1.486 1.339 -5.834  0.263
H -1.318 4.235 -6.805  0.314
H -0.722 3.672 -5.251  0.132
C 2.573 -5.367 0.549  -1.019
C 3.203 -4.387 -0.418  -0.197
O 4.609 -4.657 -0.583  -0.329
C 4.922 -5.640 -1.428  0.378
O 4.132 -6.295 -2.043  -0.512
C 6.442 -5.779 -1.535  0.816
F 7.043 -5.753 -0.329  -0.198
F 6.981 -4.781 -2.258  -0.251
F 6.809 -6.922 -2.123  -0.257
H 3.110 -5.365 1.500  0.317
H 1.530 -5.109 0.731  0.272
H 2.614 -6.386 0.162  0.332
H 3.128 -3.376 -0.018  0.319
H 2.696 -4.391 -1.384  0.330
C 8.907 -7.446 2.326  -1.174
C 7.617 -6.724 2.657  0.005
O 7.070 -7.199 3.900  -0.337
C 7.605 -6.684 5.009  0.349
O 8.487 -5.876 5.033  -0.504
C 6.897 -7.243 6.245  0.867
F 6.725 -8.574 6.174  -0.245
F 5.676 -6.699 6.398  -0.248
F 7.577 -6.999 7.371  -0.243
H 8.752 -8.527 2.327  0.339
H 9.276 -7.142 1.346  0.360
H 9.678 -7.233 3.067  0.330
H 6.872 -6.935 1.891  0.175
H 7.755 -5.643 2.684  0.320
C 3.783 7.368 -0.944  -1.083
C 4.583 7.319 0.342  -0.218
O 4.959 5.967 0.659  -0.309
C 6.026 5.489 0.016  0.280
O 6.674 6.097 -0.786  -0.516
C 6.328 4.066 0.487  1.007
F 5.223 3.305 0.552  -0.235
F 6.875 4.055 1.716  -0.283
F 7.186 3.433 -0.326  -0.250
H 2.922 6.700 -0.885  0.269
H 3.432 8.382 -1.138  0.388
H 4.384 7.042 -1.794  0.322
H 3.970 7.670 1.171  0.331
H 5.463 7.962 0.295  0.310
C -2.733 -6.148 0.820  -0.715
C -2.267 -6.136 2.260  -0.199
O -2.356 -7.450 2.841  -0.319
C -1.353 -8.283 2.559  0.372
O -0.411 -8.013 1.872  -0.514
C -1.558 -9.618 3.277  0.880
F -2.819 -10.070 3.161  -0.247
F -1.301 -9.511 4.594  -0.257
F -0.757 -10.577 2.800  -0.242
H -3.739 -6.566 0.745  0.344
H -2.738 -5.139 0.410  0.067
H -2.083 -6.768 0.200  0.298
H -2.917 -5.492 2.852  0.346
H -1.253 -5.743 2.353  0.268

Molar mass (g mol⁻¹): 1258.53
Spin multiplicity: 1
Total charge: -1
HOMO-LUMO gap (Eh): 0.251
Energy (a.u.): -5253.102308

***

2.
This record from OMol25 describes a molecular structure, C35H47BN11O2SiTl. The level of theory is ωB97M-V/def2-TZVPD.

Each line ends with the Mulliken spin population.
Positions of all 98 atoms, in Å:
Tl 0.007 0.233 -0.224  0.048
C 1.136 3.238 2.528  -0.001
C -0.323 2.933 2.470  0.000
C -1.327 3.316 3.379  0.000
C -2.483 2.782 2.864  0.000
N -2.180 2.148 1.712  0.001
N -0.846 2.215 1.487  -0.001
B -3.080 1.270 0.817  0.000
N -2.672 1.510 -0.699  0.001
C -3.473 2.133 -1.579  0.000
C -2.713 2.630 -2.615  0.000
C -1.398 2.278 -2.314  0.005
C -0.160 2.707 -3.021  0.006
N -1.397 1.580 -1.175  0.001
N -2.875 -0.195 1.244  0.001
C -3.594 -0.906 2.129  0.000
C -2.786 -1.887 2.659  0.001
C -1.540 -1.706 2.052  0.001
C -0.281 -2.463 2.302  -0.001
N -1.614 -0.694 1.190  0.005
N -4.529 1.678 0.958  0.000
C -5.031 2.935 1.065  0.000
C -6.372 2.879 0.796  0.000
C -6.622 1.518 0.504  0.000
C -7.916 0.870 0.134  0.000
N -5.510 0.811 0.589  0.000
H 1.301 4.299 2.717  0.000
H 1.622 2.677 3.328  0.000
H 1.623 2.971 1.592  0.003
H -1.219 3.902 4.275  0.000
H -3.492 2.806 3.238  0.000
H -4.530 2.213 -1.393  0.000
H -3.054 3.201 -3.460  0.000
H -0.152 3.796 -3.076  0.000
H 0.735 2.373 -2.502  0.006
H -0.121 2.306 -4.031  0.002
H -4.622 -0.653 2.312  0.000
H -3.054 -2.635 3.384  0.000
H -0.491 -3.326 2.932  0.000
H 0.126 -2.831 1.361  -0.001
H 0.458 -1.837 2.802  0.001
H -4.398 3.773 1.306  0.000
H -7.076 3.692 0.818  0.000
H -8.757 1.389 0.591  0.000
H -8.067 0.883 -0.947  0.000
H -7.926 -0.167 0.463  0.000
C 3.503 0.087 4.661  0.002
Si 4.091 0.031 2.893  -0.004
C 5.063 1.553 2.418  0.001
C 5.088 -1.523 2.578  0.001
C 2.607 -0.007 1.783  0.012
C 1.647 0.075 1.047  -0.070
H 4.351 0.130 5.348  0.000
H 2.914 -0.797 4.909  0.000
H 2.880 0.963 4.844  0.000
H 6.015 1.594 2.950  0.000
H 4.506 2.461 2.655  0.000
H 5.274 1.559 1.347  0.000
H 5.925 -1.582 3.275  0.000
H 5.505 -1.536 1.569  0.000
H 4.481 -2.420 2.717  0.000
C 2.909 -2.745 -0.292  0.063
N 3.121 -3.052 -1.736  -0.019
C 4.521 -3.472 -2.006  0.001
C 2.646 -1.913 -2.625  0.140
C 3.321 -0.605 -2.349  0.156
C 4.542 -0.262 -2.946  0.053
C 5.100 0.991 -2.746  -0.049
C 4.451 1.934 -1.958  0.084
C 3.237 1.625 -1.347  0.001
C 2.735 0.375 -1.585  0.552
H 3.201 -3.613 0.295  0.001
H 1.857 -2.514 -0.139  -0.037
H 3.509 -1.879 -0.030  -0.006
H 2.510 -3.839 -1.957  0.000
H 5.184 -2.674 -1.682  0.000
H 4.640 -3.652 -3.072  0.000
H 4.729 -4.379 -1.444  0.000
H 1.579 -1.843 -2.438  -0.029
H 2.813 -2.235 -3.653  -0.001
H 5.037 -0.967 -3.604  0.007
H 6.037 1.241 -3.222  0.000
H 4.890 2.913 -1.811  0.006
H 2.742 2.339 -0.701  0.008
C -3.332 -3.969 -2.095  0.000
N -2.367 -2.915 -2.393  -0.001
C -2.367 -2.314 -3.615  0.000
C -1.484 -1.357 -3.950  0.004
C -0.566 -0.901 -2.935  0.021
O 0.296 -0.031 -3.126  0.022
N -0.659 -1.453 -1.683  0.005
C -1.425 -2.562 -1.421  0.002
O -1.292 -3.228 -0.411  0.000
H -3.391 -4.661 -2.933  0.000
H -4.315 -3.538 -1.904  0.000
H -2.995 -4.496 -1.209  0.000
H -3.117 -2.680 -4.303  0.000
H -1.473 -0.904 -4.928  0.000

Energy relative to the best compared isomer or geometry (same formula, charge and spin) (eV): 0.2845
Molar mass (g mol⁻¹): 897.12
Spin multiplicity: 2
Total charge: +1
HOMO-LUMO gap (spin up / spin down) (Eh): 0.303 / 0.267
Energy (a.u.): -2601.347822

***

3.
This record from OMol25 describes a molecular structure, C35H47FN5O8Y. The level of theory is ωB97M-V/def2-TZVPD.

Each line ends with the Mulliken charge.
Positions of all 97 atoms, in Å:
Y -2.039 -0.937 -1.678  0.950
C 5.800 -0.278 -1.759  -2.280
C 4.667 0.026 -0.775  2.017
C 5.031 -0.599 0.584  -1.252
C 4.551 1.551 -0.636  -1.657
C 3.331 -0.569 -1.217  -0.496
C 2.195 -0.248 -0.547  -1.052
C 0.948 -0.801 -0.940  -0.962
N -0.220 -0.598 -0.336  0.397
C -0.447 -0.151 0.912  -0.913
C 0.483 -0.098 1.979  -0.530
C 0.107 0.341 3.214  -1.366
C -1.253 0.704 3.409  -0.103
C -2.231 0.619 2.451  -0.391
C -1.847 0.191 1.138  1.459
O -2.656 0.107 0.149  -0.704
C -3.691 0.963 2.752  2.378
C -4.147 2.151 1.883  -1.583
C -4.574 -0.268 2.480  -1.605
C -3.880 1.363 4.216  -2.381
C 1.133 0.391 4.344  2.153
C 1.631 -1.032 4.643  -1.625
C 0.557 0.982 5.632  -2.354
C 2.319 1.270 3.908  -1.208
C 0.841 -1.659 -2.135  1.784
O -0.301 -2.084 -2.462  -1.117
C 2.068 -1.994 -2.816  -0.707
C 3.231 -1.473 -2.324  0.513
C 2.027 -2.857 -4.076  2.246
C 1.204 -2.124 -5.150  -1.554
C 1.394 -4.226 -3.767  -1.594
C 3.431 -3.107 -4.631  -2.270
H 6.717 0.199 -1.410  0.451
H 5.579 0.114 -2.754  0.448
H 5.995 -1.350 -1.830  0.401
H 6.000 -0.229 0.927  0.476
H 5.088 -1.686 0.496  0.333
H 4.283 -0.358 1.343  0.034
H 5.522 1.975 -0.375  0.464
H 3.842 1.846 0.138  0.311
H 4.227 1.995 -1.579  0.366
H 2.201 0.501 0.231  1.175
H 1.477 -0.486 1.818  1.413
H -1.540 1.042 4.394  0.684
H -4.101 1.906 0.826  0.144
H -3.510 3.020 2.067  0.284
H -5.176 2.420 2.126  0.575
H -4.534 -0.558 1.432  0.221
H -5.612 -0.040 2.729  0.461
H -4.253 -1.112 3.097  0.329
H -3.321 2.270 4.457  0.422
H -3.576 0.563 4.894  0.464
H -4.937 1.564 4.392  0.438
H 0.799 -1.674 4.937  0.352
H 2.359 -1.015 5.456  0.450
H 2.109 -1.479 3.770  0.291
H -0.264 0.381 6.026  0.438
H 0.207 2.005 5.481  0.433
H 1.341 1.009 6.390  0.451
H 2.845 0.841 3.054  -0.031
H 3.032 1.369 4.728  0.513
H 1.973 2.267 3.629  0.334
H 4.152 -1.719 -2.830  0.530
H 0.185 -1.946 -4.816  0.293
H 1.165 -2.724 -6.061  0.461
H 1.662 -1.163 -5.392  0.336
H 0.362 -4.122 -3.444  0.271
H 1.960 -4.739 -2.986  0.333
H 1.413 -4.846 -4.665  0.476
H 3.930 -2.176 -4.905  0.404
H 3.359 -3.718 -5.531  0.432
H 4.048 -3.647 -3.909  0.410
N -2.383 -2.963 -0.261  -0.449
N -2.710 -3.682 -1.453  -0.236
C -3.700 -3.085 -2.314  0.487
O -4.354 -3.828 -3.006  -0.658
O -3.747 -1.796 -2.239  -0.647
H -1.567 -3.397 0.153  0.276
H -3.135 -3.019 0.420  0.277
H -2.912 -4.663 -1.326  0.296
F 0.331 3.434 0.067  -0.354
C -0.922 3.690 -0.341  0.295
C -1.559 2.819 -1.133  -0.154
N -2.842 3.018 -1.572  0.113
C -3.540 2.023 -2.390  -0.368
C -2.626 1.414 -3.490  0.302
O -2.707 1.822 -4.622  -0.658
O -1.808 0.491 -3.057  -0.654
C -3.568 4.132 -1.162  0.413
O -4.727 4.317 -1.458  -0.653
N -2.857 5.013 -0.368  -0.007
C -1.548 4.920 0.108  -0.048
O -1.061 5.780 0.802  -0.646
H -1.057 1.922 -1.459  0.853
H -4.380 2.514 -2.864  0.547
H -3.921 1.228 -1.740  0.178
H -3.371 5.836 -0.089  0.230

Energy relative to the best compared isomer or geometry (same formula, charge and spin) (eV): 1.5653
Molar mass (g mol⁻¹): 773.69
Spin multiplicity: 1
Total charge: 0
HOMO-LUMO gap (Eh): 0.198
Energy (a.u.): -2376.034161

***

Question: Which value of energy does entry 3 give?
Answer: -2376.034161 a.u.